# 1
{
  "formula": "C17H49N6O10V",
  "method": "ωB97M-V with the def2-TZVPD basis set",
  "orbital_gap_ev": 8.43,
  "e_homo_ev": -8.65,
  "e_above_lowest_kj_mol": 34.8,
  "lumo_energy_ha": -0.0084,
  "elements": ["O", "V", "O", "C", "C", "C", "O", "H", "H", "H", "H", "H", "H", "H", "C", "O", "N", "N", "H", "H", "H", "H", "C", "O", "N", "N", "H", "H", "H", "H", "C", "O", "N", "N", "H", "H", "H", "H", "C", "C", "O", "H", "H", "H", "H", "H", "H", "C", "C", "C", "O", "H", "H", "H", "H", "H", "H", "H", "H", "C", "C", "C", "O", "H", "H", "H", "H", "H", "H", "H", "H", "C", "C", "C", "O", "H", "H", "H", "H", "H", "H", "H", "H"],
  "xyz": [[-1.066, -0.748, -0.823], [0.296, 0.057, -0.880], [1.524, -1.081, -0.857], [-0.110, -0.457, 3.460], [-0.188, 0.841, 2.650], [0.232, 1.971, 3.544], [0.430, 0.890, 1.367], [-0.305, -1.305, 2.804], [-0.802, -0.515, 4.300], [0.858, -0.710, 3.893], [-1.256, 1.021, 2.527], [-0.480, 2.039, 4.366], [0.353, 2.918, 3.019], [1.225, 1.702, 3.907], [-0.078, -0.407, -4.482], [-0.151, -0.303, -3.232], [0.879, 0.164, -5.103], [-0.945, -0.980, -5.237], [1.083, -0.205, -6.021], [1.402, 0.862, -4.593], [-0.863, -0.808, -6.229], [-1.750, -1.479, -4.884], [4.065, 0.589, 2.342], [5.184, 0.255, 2.576], [3.706, 1.777, 2.659], [3.199, -0.147, 1.761], [4.338, 2.407, 3.131], [2.744, 2.048, 2.511], [3.492, -1.079, 1.505], [2.287, 0.200, 1.502], [-1.710, 2.777, -0.920], [-1.062, 1.838, -1.432], [-2.463, 3.629, -1.552], [-1.620, 3.009, 0.347], [-3.106, 4.157, -0.979], [-2.556, 3.408, -2.533], [-2.192, 3.727, 0.768], [-1.021, 2.395, 0.882], [-4.394, -0.181, -4.504], [-4.009, 0.074, -3.014], [-5.005, -0.590, -2.297], [-4.425, -1.233, -4.786], [-3.679, 0.251, -5.203], [-5.268, 0.376, -4.841], [-4.081, 1.134, -2.773], [-3.036, -0.326, -2.729], [-4.797, -0.281, -1.412], [4.477, -4.090, 2.507], [3.085, -4.737, 2.174], [2.095, -3.612, 1.821], [3.308, -5.513, 1.076], [4.520, -3.366, 3.321], [4.853, -3.693, 1.564], [5.148, -4.889, 2.821], [2.700, -5.316, 3.013], [1.157, -4.069, 1.504], [2.425, -2.922, 1.045], [1.852, -2.971, 2.669], [2.463, -5.870, 0.793], [-5.277, -0.850, 2.058], [-3.830, -0.709, 1.532], [-3.178, -2.054, 1.328], [-3.917, -0.226, 0.216], [-5.752, 0.128, 2.138], [-5.276, -1.163, 3.102], [-5.892, -1.599, 1.561], [-3.228, -0.083, 2.190], [-2.109, -1.984, 1.129], [-3.715, -2.612, 0.562], [-3.291, -2.669, 2.221], [-3.013, -0.368, -0.075], [4.082, 2.029, -1.740], [2.720, 2.273, -1.105], [2.364, 3.720, -0.956], [1.748, 1.527, -1.846], [4.838, 2.665, -1.280], [4.139, 2.239, -2.808], [4.399, 0.992, -1.625], [2.686, 1.906, -0.079], [3.216, 4.399, -0.979], [1.921, 3.826, 0.034], [1.627, 4.131, -1.646], [1.777, 1.852, -2.749]],
  "forces_ev_per_angstrom": [[0.9707, 0.2402, 0.4990], [1.1719, -2.8022, 1.0803], [-3.1064, 2.9400, 0.1799], [0.4427, -0.9793, -0.6852], [-0.9233, -0.1767, -0.6777], [1.0956, 0.0761, -0.0135], [0.4113, -0.3044, -1.0691], [-0.3145, -0.0633, -0.1025], [-0.2844, 0.3395, -0.1428], [0.4025, 0.5190, -0.1085], [-0.6204, -0.2319, -0.3676], [0.2047, 0.2298, 0.1153], [-0.3599, 0.1293, -0.0536], [0.0569, 0.2296, 0.5141], [-0.7775, 0.6347, 6.0988], [-0.4674, -0.2229, -0.5994], [3.5603, 1.9278, -2.5991], [-2.8498, -2.2332, -2.3498], [0.6918, 0.8356, 0.1320], [0.3185, -0.5933, -0.6242], [-0.4688, -0.2871, 0.2436], [0.2810, 0.1651, 0.0723], [2.2656, -0.5110, 0.3897], [4.0001, -1.8380, 0.7446], [-2.6666, 5.5599, 1.0943], [-3.0008, -3.1378, -2.2172], [-0.1742, -0.4271, -0.1858], [0.1837, 0.2868, 0.1789], [-0.2174, 0.2968, -0.0428], [-0.4809, -0.2479, -0.0050], [2.1650, -2.4098, 0.0088], [0.0033, 0.4646, -0.7568], [-1.2916, 1.0450, -2.3930], [0.1086, 0.4732, 3.3969], [-0.1526, 0.0446, -0.9335], [-0.7000, 0.5310, 0.1406], [0.4309, -0.3302, 0.2720], [0.2068, -0.1501, 0.3806], [1.3086, 1.0200, -0.2553], [-0.9554, -0.5772, -1.9972], [-0.3284, 0.0167, 0.5697], [-0.4270, -0.0621, 0.4160], [0.7027, 0.0768, 0.1388], [-0.5605, -0.4831, 0.6217], [0.4021, 0.3292, -0.2407], [0.3734, 0.1891, -0.3063], [-0.5921, -0.6181, 0.9501], [-0.5264, -1.2611, 0.0334], [0.7641, 3.2917, 1.2746], [-0.3665, -0.1542, 0.5323], [0.2974, -1.5669, -1.5123], [-0.4836, 0.2159, -0.2559], [0.0699, 0.2626, 0.1664], [0.1497, -0.1193, -0.1566], [-0.0117, -0.0749, 0.2454], [-0.1992, 0.0854, -0.1925], [0.2340, -0.4000, -0.2754], [0.0528, -0.1457, 0.2908], [-0.0348, -0.1177, -0.2064], [0.6960, 0.3499, 1.0621], [-1.5883, -1.6777, 0.0261], [-0.0328, -1.0847, 1.4682], [0.2457, 1.6456, -0.3041], [-0.2212, 0.0089, -0.6057], [0.3676, -0.2246, 0.1696], [0.1599, 0.3123, -0.5137], [-0.0538, 0.3052, -0.0020], [-0.0921, 0.0444, -0.2985], [0.1916, 0.2224, -0.2801], [0.1953, -0.0436, 0.2985], [0.4250, 0.2597, -0.9657], [0.4560, -0.1905, 0.3942], [0.9736, -0.2660, -0.1812], [-0.5829, 1.2693, 0.5393], [-0.4361, -0.0246, 0.2921], [-0.0040, -0.0561, 0.1443], [-0.4284, 0.2265, -0.1817], [-0.1179, -0.0254, 0.1378], [0.2054, -0.6966, -0.2778], [0.1779, -0.2175, -0.0660], [-0.1694, 0.2896, 0.0031], [-0.0087, -0.3297, -0.3310], [-0.3430, -0.0265, 0.0172]]
}



# 2
{
  "formula": "C39H34AuClN3SSi2",
  "method": "ωB97M-V with the def2-TZVPD basis set",
  "s_squared": 2.020,
  "orbital_gap_ev": [4.56, 4.46],
  "e_homo_ev": [-9.95, -9.85],
  "charge": 1,
  "e_above_lowest_kj_mol": 487.2,
  "lumo_energy_ha": [-0.1980, -0.1980],
  "multiplicity": 3,
  "elements": ["C", "C", "C", "H", "C", "C", "H", "H", "H", "H", "Au", "Si", "C", "C", "H", "C", "H", "C", "H", "C", "H", "C", "H", "C", "C", "H", "C", "H", "C", "H", "C", "H", "C", "H", "H", "Si", "C", "C", "H", "C", "H", "C", "H", "C", "H", "C", "H", "C", "C", "H", "C", "H", "C", "H", "C", "H", "C", "H", "H", "Cl", "N", "C", "C", "C", "C", "C", "C", "N", "C", "C", "C", "S", "C", "N", "H", "H", "H", "H", "H", "H", "H"],
  "xyz": [[-1.322, -1.465, 5.492], [-2.082, -0.927, 4.414], [-1.816, -1.711, 3.256], [-2.750, -0.071, 4.467], [-0.901, -2.738, 3.616], [-0.591, -2.584, 4.997], [0.072, -3.222, 5.575], [-1.307, -1.091, 6.513], [-2.241, -1.562, 2.268], [-0.523, -3.515, 2.957], [0.572, -0.439, -1.123], [-0.279, -0.104, -3.093], [-0.003, 1.502, -3.966], [1.254, 1.817, -4.494], [2.135, 1.262, -4.182], [1.379, 2.844, -5.441], [2.343, 3.051, -5.899], [0.277, 3.614, -5.828], [0.364, 4.377, -6.614], [-0.945, 3.370, -5.191], [-1.795, 4.006, -5.439], [-1.087, 2.336, -4.266], [-2.048, 2.174, -3.784], [0.507, -1.473, -4.124], [-0.118, -1.804, -5.334], [-0.974, -1.223, -5.682], [0.307, -2.923, -6.058], [-0.201, -3.189, -6.980], [1.354, -3.734, -5.608], [1.668, -4.622, -6.167], [1.987, -3.380, -4.417], [2.782, -4.007, -4.027], [1.595, -2.246, -3.699], [2.108, -2.015, -2.767], [-1.740, -0.250, -3.034], [1.486, 4.294, 0.241], [-0.222, -2.090, -0.315], [-1.598, -2.256, -0.273], [-2.269, -1.406, -0.348], [-2.081, -3.577, -0.308], [-3.152, -3.763, -0.429], [-1.201, -4.659, -0.232], [-1.582, -5.691, -0.279], [0.172, -4.424, -0.073], [0.878, -5.257, -0.032], [0.658, -3.113, -0.016], [1.709, -2.913, 0.151], [-0.169, 3.872, -0.592], [-1.310, 3.103, -0.238], [-1.237, 2.194, 0.368], [-2.565, 3.546, -0.688], [-3.477, 3.057, -0.333], [-2.656, 4.607, -1.603], [-3.628, 4.982, -1.934], [-1.492, 5.168, -2.155], [-1.530, 5.932, -2.936], [-0.246, 4.720, -1.730], [0.652, 5.063, -2.258], [1.675, 3.567, 1.403], [2.852, 3.476, -1.093], [1.842, 0.109, 4.990], [1.009, 1.216, 5.008], [0.399, 1.828, 6.093], [-0.712, 2.645, 5.820], [-1.171, 2.832, 4.506], [-0.537, 2.217, 3.420], [0.539, 1.351, 3.674], [1.076, 0.339, 2.900], [1.827, -0.421, 3.725], [2.383, -1.735, 3.461], [2.757, -2.636, 4.463], [3.093, -4.183, 3.803], [2.801, -3.525, 2.206], [2.435, -2.264, 2.188], [2.295, -0.298, 5.795], [0.786, 1.646, 7.093], [-1.230, 3.138, 6.644], [-2.042, 3.471, 4.333], [-0.850, 2.350, 2.387], [2.774, -2.403, 5.522], [2.877, -4.170, 1.331]],
  "forces_ev_per_angstrom": [[1.5693, -1.8304, 0.1482], [0.2052, -0.3450, -0.4579], [0.9662, -1.3700, -0.1508], [0.1892, -0.2010, 0.0038], [-1.7818, 1.4859, -1.9242], [-0.9847, 2.1034, 2.3903], [-0.1994, 0.1608, -0.0964], [-0.0108, -0.1237, -0.3050], [0.1057, -0.0281, 0.3213], [-0.0474, 0.1779, 0.0863], [2.0976, 1.3260, 3.8468], [-1.5954, -0.5912, -3.8733], [0.5410, 0.5007, 0.7202], [0.0329, 0.5921, -0.6156], [-0.0761, -0.0304, -0.2278], [0.1670, -0.0928, 0.0756], [-0.1003, -0.1132, 0.1748], [-0.1169, -0.5337, 0.4047], [-0.0085, -0.3530, 0.5293], [-0.0875, 0.1810, -0.2051], [0.1014, -0.2568, 0.1205], [-0.0626, 0.2626, -0.1634], [0.0664, 0.0024, -0.1153], [0.0722, -0.0410, 0.3078], [0.1021, -0.4529, 0.0278], [0.2223, -0.1590, -0.0190], [-0.0185, -0.0025, -0.1048], [0.0173, 0.1099, 0.0803], [-0.1767, 0.5017, 0.2924], [-0.1939, 0.4095, 0.2436], [0.1284, 0.0391, 0.0010], [0.0052, 0.1402, -0.0741], [-0.2871, -0.4792, -0.2310], [-0.0317, -0.0688, -0.1308], [-0.1712, -0.1391, 0.2833], [-0.9353, -0.5097, -2.0296], [-1.0706, -0.6286, 0.1924], [-0.0189, -0.5125, -0.9999], [0.0122, -0.1816, -0.1908], [-0.0060, 0.0332, 0.4415], [0.3469, 0.1684, 0.2311], [0.1826, -0.0033, -0.0402], [0.2265, 0.6492, -0.0790], [-0.3801, 0.0253, 0.3794], [-0.2673, 0.2651, 0.2220], [0.2792, -0.2851, -1.1185], [-0.1670, -0.0183, -0.4325], [0.6761, -0.1461, -0.8751], [0.0152, 1.1401, -0.0116], [0.0187, 0.6598, 0.2178], [0.1870, -0.2061, -0.5351], [0.3176, 0.0854, -0.2126], [0.2165, 0.2033, 0.0037], [0.2848, -0.1880, 0.2392], [-0.2137, -0.5564, -0.3077], [-0.2195, -0.3073, 0.1952], [-0.9206, 0.1876, 0.6448], [-0.2125, 0.1683, 0.5884], [0.3431, -0.9110, 2.0533], [0.4057, 0.1043, -0.1272], [0.1996, 0.0815, -0.1333], [-0.6078, -0.7334, -0.4393], [-0.4238, 0.7803, -0.1245], [0.7171, -0.3633, 0.3971], [0.2957, -0.0280, -0.6367], [0.1463, 0.0468, 0.1636], [0.1364, -0.5652, 1.1867], [1.1153, -1.2306, 0.2584], [-1.4998, 2.2178, -0.5394], [0.6803, -1.7151, 0.3407], [-0.4787, 0.9186, -0.9500], [-0.0075, 0.9567, -0.6124], [-0.2412, 0.6119, 1.0715], [0.3064, -0.7722, 0.2089], [-0.1464, 0.1473, -0.1619], [-0.3158, 0.1416, -0.0593], [0.1587, -0.1692, -0.2476], [0.3593, -0.2142, 0.0388], [-0.2354, 0.0292, 0.3411], [0.0311, -0.4181, -0.1731], [0.0710, 0.2606, 0.2582]]
}



# 3
{
  "formula": "C5H14N2S",
  "method": "ωB97M-V with the def2-TZVPD basis set",
  "s_squared": 0.758,
  "orbital_gap_ev": [6.52, 3.98],
  "e_homo_ev": [-12.84, -12.76],
  "charge": 1,
  "e_above_lowest_kj_mol": 289.7,
  "lumo_energy_ha": [-0.2323, -0.3226],
  "multiplicity": 2,
  "elements": ["C", "C", "C", "C", "S", "N", "C", "N", "H", "H", "H", "H", "H", "H", "H", "H", "H", "H", "H", "H", "H", "H"],
  "xyz": [[0.820, 0.215, -1.852], [0.133, -0.541, -0.704], [-1.380, -0.421, -0.889], [-2.231, -0.777, 0.351], [-2.321, 0.628, 1.474], [0.525, -0.118, 0.638], [1.942, 0.187, 0.865], [2.215, 0.489, 2.247], [0.389, -0.123, -2.808], [1.889, 0.055, -1.929], [0.614, 1.289, -1.746], [0.458, -1.591, -0.820], [-1.581, 0.640, -1.102], [-1.675, -1.038, -1.736], [-1.838, -1.651, 0.885], [-3.272, -1.008, 0.087], [-3.013, 1.527, 0.037], [-0.057, 0.666, 0.922], [2.559, -0.650, 0.543], [2.278, 1.025, 0.222], [1.724, -0.196, 2.817], [1.823, 1.391, 2.498]],
  "forces_ev_per_angstrom": [[-0.8634, 0.2739, -0.3060], [1.1653, -0.4552, -0.1341], [-0.0256, 0.2673, 0.2760], [0.3791, -0.7041, 0.3195], [-1.6578, 1.2578, -3.7042], [-0.7561, -0.5877, -0.2321], [0.4383, 0.9395, -0.2480], [-0.5540, -0.0646, -0.1490], [0.1100, 0.1629, 0.2222], [0.1262, -0.0721, 0.2643], [0.1726, -0.1251, -0.1481], [-0.4175, 0.1246, 0.2392], [-0.0458, -0.1657, -0.4488], [-0.2349, 0.1089, 0.0533], [0.0376, 0.3344, 0.0895], [0.0529, 0.1938, -0.0949], [1.4616, -1.4749, 3.3842], [0.4599, 0.5367, -0.0390], [-0.2779, -0.4115, 0.0648], [-0.1314, -0.1659, 0.4827], [0.3218, -0.0398, 0.1093], [0.2391, 0.0670, -0.0010]]
}



# 4
{
  "formula": "C6H15NO",
  "method": "ωB97M-V with the def2-TZVPD basis set",
  "orbital_gap_ev": 7.61,
  "e_homo_ev": -6.78,
  "e_above_lowest_kj_mol": 395.1,
  "lumo_energy_ha": 0.0307,
  "elements": ["C", "O", "H", "H", "H", "H", "C", "C", "C", "C", "C", "N", "H", "H", "H", "H", "H", "H", "H", "H", "H", "H", "H"],
  "xyz": [[0.000, 0.732, -2.175], [0.671, 1.960, -1.876], [0.889, 2.420, -2.695], [-0.932, 0.912, -2.725], [0.618, 0.102, -2.826], [0.192, -0.098, -0.930], [-1.368, 1.152, 0.608], [1.563, 0.395, 0.813], [0.807, -2.005, 0.532], [-0.873, -0.185, 0.926], [0.411, -0.537, 0.438], [-1.803, -1.141, 1.233], [-2.710, -0.847, 1.556], [-1.492, -2.067, 1.470], [-2.430, 1.294, 0.798], [-1.122, 1.242, -0.521], [-0.787, 1.954, 1.057], [2.466, 0.091, 0.283], [1.358, 1.411, 0.486], [1.805, -2.152, 0.118], [0.847, -2.363, 1.567], [0.116, -2.646, -0.022], [1.773, 0.375, 1.886]],
  "forces_ev_per_angstrom": [[1.0145, -1.2890, 0.9156], [0.0590, 0.2577, -0.0681], [-0.0369, -0.0830, 0.0855], [-0.1808, -0.1486, 0.4417], [0.0856, 0.0857, -0.1358], [-0.9676, 1.2952, -1.8547], [0.3418, 0.6088, -0.9589], [-0.1900, 0.1811, -0.6581], [-0.1970, 0.1557, -0.1411], [0.8091, -0.9672, -1.1268], [-0.3880, -0.4057, 2.1408], [0.3059, 0.3008, -0.1082], [0.0782, -0.1186, -0.0682], [-0.1007, 0.0574, 0.0492], [0.0109, 0.0264, 0.0121], [-0.6446, -0.0309, 1.2360], [-0.0438, 0.0266, 0.1304], [0.0402, -0.0298, 0.0047], [0.0482, 0.1389, 0.1438], [-0.0389, -0.0078, -0.0677], [-0.0130, -0.0017, 0.0503], [0.0296, -0.0322, 0.0051], [-0.0219, -0.0199, -0.0275]]
}